This record from OMol25 describes C40H27IN4PRhSe2 as an isolated structure. The level of theory is wB97M-V/def2-TZVPD.

```
76
Properties=species:S:1:pos:R:3:lowdin_charge:R:1
Rh 0.23825 -1.12905 -0.63779 0.34
I 2.56964 -0.76615 -1.70120 1.32
C 3.61809 0.62074 -0.53645 -0.58
C 4.92008 0.27196 -0.32002 -0.14
C 5.81018 1.20850 0.24063 -0.04
C 5.36740 2.47027 0.49381 0.00
C 4.01823 2.84180 0.26589 -0.14
C 3.62700 4.18569 0.47939 0.01
C 2.34628 4.58514 0.24974 -0.02
C 1.38327 3.62540 -0.10411 -0.06
C 1.69913 2.30032 -0.30128 -0.30
P 0.21938 1.24557 -0.45251 0.98
C -0.39557 1.47558 -2.13493 -0.39
C -1.65939 0.97781 -2.47432 -0.11
C -2.12261 1.09054 -3.77607 -0.05
C -1.32589 1.68267 -4.74653 -0.04
C -0.06571 2.16413 -4.41693 -0.04
C 0.40278 2.05924 -3.11724 -0.09
C -0.97115 2.03198 0.66361 -0.39
C -0.81084 1.86878 2.03631 -0.09
C -1.70184 2.47454 2.90956 -0.04
C -2.75518 3.23781 2.42004 -0.05
C -2.91008 3.40944 1.05493 -0.05
C -2.01896 2.81239 0.17439 -0.08
C 3.06836 1.88907 -0.20311 -0.21
H 5.28109 -0.70812 -0.60103 0.10
H 6.83881 0.92822 0.41760 0.12
H 6.04871 3.22390 0.86771 0.13
H 4.37524 4.89262 0.81480 0.13
H 2.04877 5.61526 0.38630 0.12
H 0.35376 3.95176 -0.18230 0.11
H -2.28775 0.52673 -1.72273 0.09
H -3.10674 0.72193 -4.03303 0.12
H -1.69012 1.77320 -5.76086 0.12
H 0.55123 2.62782 -5.17461 0.12
H 1.38247 2.44667 -2.86549 0.11
H 0.00806 1.28382 2.42079 0.08
H -1.57087 2.35210 3.97405 0.11
H -3.44897 3.70722 3.10476 0.12
H -3.71902 4.01623 0.67014 0.12
H -2.14232 2.95900 -0.89066 0.11
Se -5.00924 -6.56745 -1.69104 1.23
N -5.04005 -4.99718 -0.88447 -0.21
C -3.83175 -4.50004 -0.96370 -0.33
C -3.43585 -3.22153 -0.38434 -0.06
C -4.30010 -2.44814 0.39006 0.05
C -3.82421 -1.29673 0.96489 0.01
C -2.50378 -0.91775 0.72858 -0.08
N -1.68629 -1.61979 -0.04615 -0.04
C -2.12947 -2.77976 -0.57447 -0.14
C -1.17116 -3.58460 -1.28664 -0.16
N 0.06747 -3.08477 -1.38877 -0.08
C 1.03695 -3.84184 -1.89425 -0.14
C 0.80052 -5.11838 -2.39400 0.01
C -0.47977 -5.62006 -2.34886 0.06
C -1.49098 -4.84511 -1.77492 -0.06
C -2.86427 -5.31045 -1.64126 -0.33
N -3.29706 -6.45670 -2.10191 -0.21
H -5.31811 -2.78552 0.53697 0.14
H -4.44681 -0.67873 1.59584 0.13
H -2.10347 -0.02857 1.17740 0.09
H 2.03387 -3.42605 -1.90714 0.04
H 1.62105 -5.69053 -2.80132 0.13
H -0.72069 -6.60626 -2.72349 0.14
Se 1.00831 -2.41048 1.26808 0.86
C 1.18375 -1.11414 2.64923 -0.63
C 0.33939 -1.16081 3.75107 -0.13
C 0.55433 -0.29248 4.81609 -0.07
C 1.57836 0.64113 4.75982 -0.06
C 2.41094 0.69717 3.64845 -0.06
C 2.22869 -0.19358 2.60004 -0.14
H -0.45921 -1.89078 3.78737 0.10
H -0.08201 -0.34727 5.69030 0.12
H 1.73934 1.31724 5.58903 0.12
H 3.22197 1.41281 3.61348 0.11
H 2.89608 -0.18542 1.74877 0.07
```

## Properties
Total charge: +2
Orbital gap (spin up / spin down), Ha: 0.24027 / 0.24035
LUMO level (spin up / spin down), eV: -6.8 / -6.8

This record from OMol25 describes C40H28CoN7O3PS2 as an isolated structure. The level of theory is wB97M-V/def2-TZVPD.

```
82
Properties=species:S:1:pos:R:3:lowdin_charge:R:1
Co 0.58369 0.55312 1.28661 0.18
O -0.11440 1.59481 3.93171 0.00
N -0.21742 1.91357 2.58252 -0.05
C -0.77187 3.05358 2.45958 -0.03
C -1.19681 3.71476 1.23451 -0.19
C -1.68323 5.01510 1.40753 -0.02
C -2.19992 5.72929 0.34448 -0.04
C -2.24930 5.14011 -0.91054 -0.03
C -1.76365 3.85606 -1.09188 -0.06
C -1.22159 3.13135 -0.03204 -0.27
P -0.62734 1.45342 -0.44880 1.12
C 0.46651 1.78079 -1.85817 -0.36
C 1.16790 2.98494 -1.92598 -0.11
C 2.04532 3.22092 -2.97042 -0.06
C 2.23192 2.26312 -3.95629 -0.06
C 1.54970 1.05851 -3.88831 -0.06
C 0.68333 0.81063 -2.83590 -0.11
C -2.19198 0.76029 -1.04177 -0.34
C -2.50944 0.56334 -2.38124 -0.07
C -3.80203 0.20730 -2.73716 -0.06
C -4.78187 0.05808 -1.77237 -0.05
C -4.47646 0.27079 -0.43532 -0.05
C -3.18906 0.62043 -0.07391 -0.12
H 0.56182 0.90852 3.97493 0.06
H -0.99623 3.57156 3.38885 0.15
H -1.65182 5.46187 2.39261 0.12
H -2.57586 6.73113 0.49623 0.12
H -2.66636 5.67740 -1.75097 0.12
H -1.80121 3.41235 -2.07874 0.12
H 1.03680 3.74157 -1.16464 0.11
H 2.58687 4.15552 -3.01091 0.11
H 2.92519 2.44610 -4.76555 0.12
H 1.71046 0.29688 -4.63813 0.12
H 0.18145 -0.14584 -2.78660 0.09
H -1.77021 0.69765 -3.15500 0.10
H -4.03901 0.04447 -3.77918 0.12
H -5.78444 -0.22557 -2.05947 0.12
H -5.24254 0.16973 0.32131 0.11
H -2.96394 0.81418 0.96829 0.10
C 3.97065 0.09941 4.05496 0.00
C 3.09228 0.61653 3.09648 -0.07
N 1.94173 0.02862 2.81321 0.03
C 1.60376 -1.09638 3.48202 -0.16
C 2.41538 -1.68541 4.45455 -0.12
C 3.64016 -1.05108 4.72660 0.03
C 1.94764 -2.86549 5.11911 0.00
C 0.73870 -3.38916 4.82041 0.01
C -0.11774 -2.78160 3.84190 -0.12
C -1.38699 -3.28289 3.49710 0.04
C -2.11974 -2.63365 2.54566 0.01
C -1.59967 -1.47941 1.93942 -0.09
N -0.41824 -0.97877 2.24465 0.05
C 0.31621 -1.63038 3.18577 -0.15
H 4.89976 0.61384 4.24952 0.12
H 3.32306 1.51078 2.53721 0.11
H 4.30638 -1.46960 5.46950 0.13
H 2.57977 -3.32371 5.86682 0.13
H 0.38889 -4.28308 5.31922 0.13
H -1.76169 -4.17710 3.97810 0.13
H -3.08687 -2.99602 2.23040 0.13
H -2.15382 -0.98913 1.16863 0.07
O -2.86079 -2.92842 -2.44697 -0.27
S -1.78412 -3.44601 -1.65924 0.66
O -2.02014 -4.55915 -0.78841 -0.28
N -1.11571 -2.22835 -0.72294 -0.05
C 0.13151 -2.08022 -0.99370 -0.69
S 1.28378 -1.10555 -0.16122 0.90
C 0.65980 -2.87333 -2.14298 -0.24
C 1.90770 -2.83218 -2.74135 -0.02
C 2.11404 -3.63343 -3.85913 -0.04
C 1.10175 -4.44486 -4.35970 -0.05
C -0.15097 -4.48650 -3.75413 -0.02
C -0.33734 -3.69260 -2.64452 -0.22
H 2.69727 -2.19337 -2.36734 0.07
H 3.07813 -3.61615 -4.34818 0.12
H 1.28576 -5.04773 -5.23855 0.11
H -0.94240 -5.11390 -4.13925 0.13
N 4.33458 -0.42545 -2.80227 0.14
C 4.06825 0.35478 -1.99337 -0.37
N 3.81830 1.25081 -1.06824 0.15
C 2.89019 1.32031 -0.24365 -0.38
N 2.07783 1.51319 0.59401 0.01
```

## Properties
Total charge: +1
Orbital gap (spin up / spin down), Ha: 0.27485 / 0.27492
Relative energy (zero: lowest compared OMol25 entry of this formula, charge and spin), kJ/mol: 25.0
LUMO level (spin up / spin down), eV: -3.6 / -3.6

This record from OMol25 describes C40H29BrF4NO2PTc as an isolated structure. The level of theory is wB97M-V/def2-TZVPD.

```
79
Properties=species:S:1:pos:R:3:lowdin_charge:R:1
Tc -0.32842 1.32171 -1.43659 1.06
F -1.46872 0.68207 6.14570 0.14
C -1.65151 0.98518 4.85963 -0.11
C -2.76809 1.71444 4.48724 -0.13
F -3.59989 2.23355 5.37677 0.15
C -2.93304 1.96347 3.14049 -0.21
F -3.97219 2.70121 2.79321 0.12
C -2.06724 1.50776 2.12534 -0.30
P -2.29065 1.73404 0.33576 1.00
C -2.58470 3.51067 0.09464 -0.40
C -1.98963 4.39368 0.98232 -0.10
C -1.98239 5.74466 0.69668 -0.07
C -2.53303 6.21849 -0.48412 -0.07
C -3.17662 5.34237 -1.36319 -0.06
C -3.17922 3.97597 -1.07616 -0.10
C -3.84478 0.85494 -0.07779 -0.35
C -5.13198 1.40589 -0.01059 -0.09
C -6.26082 0.64345 -0.24334 -0.07
C -6.10559 -0.70504 -0.57800 -0.06
C -4.83770 -1.24614 -0.65885 -0.07
C -3.73760 -0.47949 -0.42309 -0.11
C -0.96325 0.77504 2.56201 -0.58
Br 0.38531 0.15322 1.42097 0.91
C -0.77853 0.52684 3.89363 -0.29
F 0.24099 -0.21561 4.25415 0.09
H -1.57968 3.98537 1.88520 0.10
H -1.52583 6.42307 1.40040 0.11
H -2.51570 7.28867 -0.65905 0.11
H -3.61438 5.69880 -2.29616 0.11
H -3.57263 3.24110 -1.77049 0.11
H -5.21272 2.44252 0.25417 0.10
H -7.24645 1.07696 -0.22951 0.10
H -6.97459 -1.30409 -0.81486 0.11
H -4.69561 -2.27497 -0.88083 0.11
H -2.75097 -0.95627 -0.49243 0.10
C 2.51352 -4.41513 3.16857 -0.06
C 1.96343 -4.90543 1.87897 -0.26
C 1.44173 -6.18709 1.89438 -0.08
C 0.80944 -6.72687 0.79576 -0.08
C 0.76896 -5.96766 -0.37799 -0.03
C 1.31863 -4.68473 -0.44648 -0.18
N 1.17664 -3.99649 -1.67804 0.10
C 1.99502 -2.98171 -2.18958 -0.21
C 3.38333 -3.06727 -2.17407 -0.04
C 4.14210 -2.03652 -2.69539 -0.09
C 3.52770 -0.92992 -3.26214 -0.10
C 2.16501 -0.81092 -3.25569 -0.06
C 1.38413 -1.80835 -2.69487 -0.09
C -0.11947 -1.72688 -2.68280 -0.60
O -0.74196 -2.64245 -3.23374 0.04
O -0.69813 -0.73846 -2.08544 -0.23
C 1.90314 -4.13287 0.72687 -0.14
C 2.43386 -2.71444 0.79105 -0.05
H 2.29051 -5.13439 3.96328 0.07
H 2.15341 -3.42221 3.51593 0.08
H 3.62185 -4.26543 3.15995 0.10
H 1.56251 -6.80743 2.77434 0.10
H 0.38336 -7.71029 0.79807 0.09
H 0.28784 -6.34986 -1.26940 0.11
H 0.29638 -4.06527 -2.14792 0.11
H 3.88014 -3.96844 -1.82092 0.13
H 5.22922 -2.09582 -2.64201 0.11
H 4.12249 -0.12324 -3.68973 0.10
H 1.65851 0.06615 -3.67685 0.10
H 3.46597 -2.60239 0.43471 0.09
H 2.39641 -2.33895 1.81299 0.05
H 1.80716 -2.07758 0.18160 0.03
C 1.08490 2.33108 -1.72966 -0.28
C 2.35017 2.88246 -1.57631 -0.35
C 2.93454 3.23765 -0.31840 -0.04
C 4.25783 3.66380 -0.17914 -0.09
C 5.08826 3.84281 -1.28702 -0.09
C 4.57525 3.51342 -2.52068 -0.08
C 3.24204 3.02311 -2.67737 -0.03
H 2.34328 3.19006 0.58618 0.09
H 4.63282 3.86579 0.80087 0.09
H 6.11868 4.12975 -1.08771 0.11
H 5.17697 3.59718 -3.41649 0.10
H 2.92027 2.72769 -3.68098 0.11
```

## Properties
Orbital gap (spin up / spin down), Ha: 0.24707 / 0.22984
Relative energy (zero: lowest compared OMol25 entry of this formula, charge and spin), kJ/mol: 0.0
Multiplicity: 4
LUMO level (spin up / spin down), eV: -0.5 / -0.9
<S²>: 3.9636

In the order shown, the computed max |F| values come out to 0.60 1.31 4.00 eV/A.